Entry from OMol25: a cluster of 2 separate species, C2H2BrO2S in total (ωB97M-V/def2-TZVPD).

```
8
Properties=species:S:1:pos:R:3:forces:R:3
Br -1.635728 -0.884661 1.730010 -0.26 -0.19 0.20
S -1.680420 1.144690 -0.600022 -0.33 0.34 -0.17
O 1.290828 0.754922 -0.573786 0.42 -0.06 -0.10
O 1.242392 -0.657352 1.183219 0.72 -0.08 0.05
C 0.651922 -0.104827 0.279414 -0.65 0.38 0.26
C -0.829761 0.105820 0.331913 0.69 -0.67 -0.90
H 0.641311 1.057078 -1.230002 -0.09 -0.02 0.20
H 0.319455 -1.415670 -1.120746 -0.50 0.30 0.45
```
Positions in Å, forces in eV/Å.

Results
Energy relative to the best compared isomer or geometry (same formula, charge and spin), kJ/mol: 328.7
Highest occupied orbital energy (spin up / spin down), eV: -2.83 / -4.48
Charge: -1
DFT total energy, Ha: -3200.0554
HOMO-LUMO gap (spin up / spin down), eV: 5.95 / 7.88
Largest force on an atom, eV Å⁻¹: 1.320

The net atomic charges from Mulliken, expressed in e, are: -0.168, -0.467, -0.402, -0.531, 0.098, 0.147, 0.289, 0.034

---

Entry from OMol25: a structure of composition C24H47N5O5S (ωB97M-V/def2-TZVPD).

```
82
Properties=species:S:1:pos:R:3:forces:R:3
S 4.876712 1.659566 -1.103742 -0.30 0.12 0.35
O -0.545741 5.447842 -2.411731 0.05 -0.51 0.20
O -4.467327 -2.674725 -0.669036 -0.05 0.00 -0.06
O 1.595278 5.255811 -1.730419 -0.30 -0.24 -0.09
O 2.259835 -0.896473 6.285249 -0.05 0.03 -0.06
O 0.963484 -1.389476 -0.926581 0.00 -0.06 -0.11
N 0.560389 -2.049875 8.335162 0.14 0.04 0.02
N 4.877692 1.200970 -2.627108 0.16 -0.14 -0.26
N -2.931946 -1.053675 -2.525377 0.03 -0.03 0.25
N 3.297728 1.888205 -0.845206 0.47 -0.12 -0.02
N 0.841555 -0.725138 1.884741 -0.16 -0.04 -0.18
C 1.788455 0.944498 -4.538842 -0.08 0.05 0.04
C 0.954726 -2.120432 1.445038 0.18 0.09 -0.02
C -0.333333 3.977376 -4.410883 -0.08 0.21 0.09
C 3.603387 1.201156 -3.035785 0.29 0.09 0.25
C 0.416146 5.137608 -1.510446 0.39 0.34 -0.06
C -0.132643 4.679023 -0.190804 0.09 0.06 -0.01
C -2.795281 -2.513235 -2.502220 -0.18 0.01 -0.14
C 1.622373 -0.627422 5.046505 0.10 -0.14 0.08
C -0.153101 5.375896 -3.783780 -0.06 0.32 -0.55
C 2.260193 -1.670948 -1.423944 -0.03 0.17 -0.03
C 2.384530 -2.600490 1.677227 0.01 -0.07 0.04
C 0.455360 -2.318178 0.007413 -0.12 -0.01 0.09
C 1.818566 -0.121595 7.378457 0.09 0.06 0.13
C 0.871015 1.373852 -3.523552 -0.09 -0.25 -0.46
C -3.219270 -3.120942 -1.159334 0.14 -0.01 0.09
C -1.084376 2.937095 -3.572099 0.10 -0.42 -0.75
C 0.525534 -0.614652 8.041500 -0.08 -0.09 -0.14
C 2.703699 1.600235 -2.006228 -0.21 0.08 -0.08
C -0.593260 1.503906 -3.856941 0.15 0.44 0.62
C -0.737808 -0.303934 7.244972 -0.07 0.07 0.04
C -3.539035 -3.095924 -3.700524 0.07 -0.05 -0.07
C -5.605347 -3.314665 -1.213190 -0.03 0.05 0.09
C 3.121512 0.855056 -4.319546 0.17 -0.04 -0.07
C 1.320954 1.674683 -2.280913 -0.15 0.04 0.22
H 0.875498 5.703511 -3.897121 0.10 0.02 0.17
H 0.637767 -3.346475 -0.334703 0.06 0.00 0.03
H 0.299971 -2.722596 2.083363 -0.05 0.00 -0.03
H 0.716712 -1.226374 4.924106 -0.05 0.09 -0.04
H 1.330905 -2.246729 8.966779 -0.06 0.00 0.06
H 1.306858 -0.141814 1.192392 0.09 0.01 0.07
H -2.492501 -2.815439 -0.402252 -0.10 -0.01 -0.02
H -3.613133 -4.182828 -3.632328 -0.01 0.00 0.01
H -6.400653 -3.249258 -0.471685 0.01 0.00 0.02
H -0.133034 -0.440398 1.841278 0.00 -0.01 0.09
H 2.308303 -0.898222 4.249427 0.05 0.02 0.01
H -3.012155 -2.850074 -4.621999 0.00 0.04 0.01
H -5.406587 -4.370180 -1.422058 0.01 -0.01 -0.03
H 3.812990 0.536411 -5.084669 0.05 -0.01 -0.06
H -2.341803 -0.655264 -1.799333 0.08 0.00 -0.06
H 2.575647 -2.708328 2.744369 -0.01 0.02 0.01
H 2.621048 -0.183138 8.118712 0.01 -0.03 -0.02
H 0.448582 -0.085667 8.996634 0.05 0.02 0.01
H 3.031040 -1.255967 -0.768953 0.07 -0.10 -0.03
H -0.770396 6.099259 -4.309509 -0.17 0.06 0.16
H 1.398054 0.689651 -5.514499 -0.10 0.00 -0.05
H -0.627552 -2.162566 0.006297 0.09 0.05 -0.01
H -2.133736 2.976402 -3.862428 -0.18 0.08 0.39
H -0.999337 3.106943 -2.504208 -0.08 0.19 0.06
H 0.647583 3.615556 -4.713657 0.09 -0.16 0.17
H 1.728345 0.933429 7.084356 -0.07 -0.01 -0.02
H 2.559692 -3.568906 1.205037 0.00 0.00 -0.01
H -0.721360 0.715908 6.855989 0.01 0.00 -0.01
H 3.116185 -1.892244 1.288892 -0.02 0.02 -0.03
H 1.374510 0.432669 4.943948 -0.04 0.01 0.00
H 0.806388 -2.534867 7.476400 -0.07 -0.02 -0.01
H -1.615713 -0.410115 7.881680 0.01 -0.04 0.01
H -3.199438 -4.218481 -1.203553 -0.02 0.00 -0.07
H 0.637519 1.968799 -1.497151 -0.01 0.03 0.09
H -0.789784 1.218320 -4.887276 -0.01 -0.07 -0.08
H -0.897876 4.108633 -5.333877 0.07 0.02 -0.12
H -1.144401 0.840514 -3.195031 -0.21 -0.25 -0.21
H -3.878613 -0.832343 -2.226226 -0.02 0.03 -0.09
H -4.545931 -2.688406 -3.787688 -0.02 0.01 0.05
H 0.569524 3.955914 0.214939 0.01 -0.06 0.07
H -1.126887 4.252771 -0.274787 -0.08 0.03 -0.03
H -0.863076 -0.988117 6.406099 0.05 0.00 -0.02
H 2.419870 -2.746291 -1.548670 -0.01 -0.02 0.07
H -1.733435 -2.745858 -2.630844 0.03 -0.01 0.09
H 2.350586 -1.191401 -2.397829 -0.07 -0.01 -0.01
H -0.155882 5.527888 0.490404 -0.07 0.05 0.04
H -5.950950 -2.825232 -2.126798 0.02 -0.06 -0.04
```
Positions in Å, forces in eV/Å.

Results
Highest occupied orbital energy, eV: -8.88
DFT total energy, Ha: -1990.7909
HOMO-LUMO gap, eV: 8.50
Largest force on an atom, eV Å⁻¹: 0.865

Atomic partial charges in e from the Mulliken method, atoms 1 to 8: 0.114, -0.406, -0.446, -0.575, -0.401, 0.000, -0.728, -0.708

---

- Which of these has the highest DFT total energy?
  C24H47N5O5S

---

- Which value of DFT total energy does entry 2 give?
  -1990.7909 Ha